1.
C3H11NOS2 | wB97M-V/def2-TZVPD

ORCA input file:
```
! RIJCOSX wB97M-V def2-TZVPD def2/J DEFGRID3
* xyz 1 2
N 2.518 -0.317 -0.311
C 1.968 -1.172 0.757
C 0.489 -1.509 0.604
S -0.642 -0.163 0.379
S -2.386 1.102 0.780
C -1.431 2.646 1.434
H 1.907 0.359 -0.631
H 3.401 0.018 -0.139
H 2.529 -2.072 0.744
H 2.014 -0.713 1.737
H 0.347 -2.117 -0.311
H 0.248 -2.157 1.470
H -2.266 3.327 1.674
H -0.899 2.126 2.281
H -0.649 2.763 0.653
H -2.625 -0.354 -3.010
H -2.505 -1.228 -4.323
O -2.018 -0.537 -3.788
*
```

## Properties
**Lowest unoccupied orbital energy (alpha / beta)**: -6.99 / -8.08 eV
**Kohn-Sham gap (alpha / beta)**: 5.934 / 4.831 eV

Here are the Mulliken charges for atoms 1 to 5, given in e: -0.47, -0.38, -0.49, 0.11, 0.19


2.
C3H11NOS2 | wB97M-V/def2-TZVPD

ORCA input file:
```
! RIJCOSX wB97M-V def2-TZVPD def2/J DEFGRID3
* xyz 1 2
N -0.942 -1.237 -1.985
C 0.158 -0.520 -2.499
C 1.487 -0.796 -1.640
S 1.845 0.483 -0.493
S 0.227 0.289 0.797
C -1.024 1.474 0.197
H -0.723 -2.234 -1.947
H -1.495 -0.972 -1.182
H 0.364 -0.778 -3.540
H -0.108 0.540 -2.472
H 1.265 -1.732 -1.156
H 2.337 -0.969 -2.296
H -1.964 0.928 0.135
H -1.184 2.129 1.056
H -0.759 2.034 -0.693
H 0.074 1.163 6.208
H 0.557 -0.220 5.883
O -0.115 0.419 5.625
*
```

## Properties
**Lowest unoccupied orbital energy (alpha / beta)**: -3.75 / -8.12 eV
**Kohn-Sham gap (alpha / beta)**: 10.021 / 5.589 eV

Here are the Mulliken charges for atoms 1 to 5, given in e: -0.31, -0.43, -0.45, 0.09, 0.10


3.
C3H11NS2 | wB97M-V/def2-TZVPD

ORCA input file:
```
! RIJCOSX wB97M-V def2-TZVPD def2/J DEFGRID3
* xyz 0 1
C 2.393 2.555 1.353
C 1.521 1.309 0.976
N 0.157 1.551 0.580
H 2.139 2.972 2.327
H 3.437 2.256 1.512
H 2.336 3.155 0.552
H 2.101 0.738 0.201
H 1.314 0.559 1.711
H 0.232 2.236 -0.178
H -0.070 0.603 0.115
C -1.688 -1.761 -0.978
S -3.171 -2.141 -2.102
S -2.765 -4.221 -2.309
H -2.106 -1.294 -0.110
H -0.878 -1.114 -1.377
H -1.115 -2.724 -0.673
H -3.835 -4.678 -1.598
*
```

## Properties
**Lowest unoccupied orbital energy**: 0.29 eV
**Kohn-Sham gap**: 9.321 eV

Here are the Mulliken charges for atoms 1 to 5, given in e: -1.08, -0.36, -0.61, 0.28, 0.30


4.
C3H11NS2 | wB97M-V/def2-TZVPD

ORCA input file:
```
! RIJCOSX wB97M-V def2-TZVPD def2/J DEFGRID3
* xyz 0 1
C -2.184 -0.255 -1.148
N -1.375 0.525 -0.223
C -1.629 0.116 1.176
H -1.967 -1.350 -1.053
H -1.858 0.040 -2.150
H -3.266 -0.213 -1.093
H -0.433 0.206 -0.428
H -1.354 -0.938 1.311
H -0.969 0.717 1.800
H -2.675 0.267 1.428
C 2.649 0.329 1.024
S 2.012 1.096 -0.476
S 1.714 -0.489 -1.763
H 3.405 -0.423 0.805
H 3.147 1.128 1.568
H 1.844 -0.208 1.526
H 2.937 -0.546 -2.304
*
```

## Properties
**Lowest unoccupied orbital energy**: 0.51 eV
**Kohn-Sham gap**: 9.291 eV

Here are the Mulliken charges for atoms 1 to 5, given in e: -0.84, -0.29, -0.82, 0.30, 0.30


5.
C3H11O | wB97M-V/def2-TZVPD

ORCA input file:
```
! RIJCOSX wB97M-V def2-TZVPD def2/J DEFGRID3
* xyz 1 1
O -0.802 -3.330 0.282
H -0.404 -4.178 0.564
H -1.193 -2.960 -0.524
H -1.005 -2.627 0.987
C 0.461 2.239 -0.933
C 0.391 1.450 0.377
C 0.104 -0.049 0.307
H 0.587 3.344 -0.662
H 1.380 1.989 -1.552
H -0.396 1.918 -1.505
H 1.400 1.663 0.875
H -0.457 1.889 0.982
H 0.923 -0.708 0.200
H -0.401 -0.302 -0.601
H -0.588 -0.338 1.202
*
```

## Properties
**Lowest unoccupied orbital energy**: -5.38 eV
**Kohn-Sham gap**: 8.876 eV

Here are the Mulliken charges for atoms 1 to 5, given in e: -0.38, 0.45, 0.46, 0.45, -1.11


6.
C3H11O3 | wB97M-V/def2-TZVPD

ORCA input file:
```
! RIJCOSX wB97M-V def2-TZVPD def2/J DEFGRID3
* xyz -1 1
C 0.122 0.251 0.764
O 0.302 -1.085 1.007
C 0.621 0.635 -0.659
C 0.503 2.110 -0.945
H 0.651 0.951 1.407
H -0.946 0.571 0.646
H 0.121 0.031 -1.412
H 1.695 0.333 -0.784
H -0.526 2.532 -0.988
H 0.902 2.247 -1.931
H 1.004 2.770 -0.261
H 0.084 -2.874 -1.452
H 0.577 -2.323 -0.126
O 0.894 -2.820 -0.936
H -2.489 -0.526 1.793
H -1.261 -1.378 1.836
O -2.252 -1.423 2.042
*
```

## Properties
**Lowest unoccupied orbital energy**: 4.04 eV
**Kohn-Sham gap**: 7.685 eV

Here are the Mulliken charges for atoms 1 to 5, given in e: -0.16, -0.93, -0.27, -1.29, 0.11


7.
C3H12ClO3Sr | wB97M-V/def2-TZVPD

ORCA input file:
```
! RIJCOSX wB97M-V def2-TZVPD def2/J DEFGRID3
* xyz 1 1
Sr 2.194 -0.917 4.724
Cl 0.736 -0.753 2.218
C -0.062 -2.289 -1.722
O 0.601 -2.724 -0.556
H 0.151 -3.047 -2.474
H -1.155 -2.214 -1.635
H 0.200 -1.307 -2.131
H 0.499 -2.072 0.148
C -2.571 1.689 0.999
O -2.297 0.401 0.458
H -1.776 2.029 1.675
H -2.630 2.436 0.210
H -3.474 1.604 1.607
H -1.512 0.024 0.854
C 1.960 1.110 -1.080
O 1.377 1.938 -0.037
H 3.031 1.340 -1.148
H 1.853 0.075 -0.761
H 1.566 1.322 -2.069
H 1.308 1.356 0.720
*
```

## Properties
**Lowest unoccupied orbital energy**: -6.75 eV
**Kohn-Sham gap**: 5.193 eV

Here are the Mulliken charges for atoms 1 to 5, given in e: 1.65, -0.62, -0.45, -0.46, 0.28